No. 1
{"formula": "C23H35IrOS", "method": "wB97M-V/def2-TZVPD", "elements": ["C", "C", "C", "C", "C", "Ir", "C", "C", "H", "C", "H", "H", "C", "H", "H", "H", "C", "H", "H", "H", "C", "H", "H", "H", "C", "H", "H", "H", "C", "H", "H", "H", "C", "H", "H", "H", "C", "H", "H", "H", "C", "C", "C", "C", "H", "C", "H", "C", "H", "H", "H", "C", "S", "C", "O", "H", "H", "H", "H", "H", "H"], "xyz": [[1.342, 1.589, -0.251], [0.415, 1.383, -1.317], [1.004, 0.481, -2.257], [2.315, 0.119, -1.780], [2.519, 0.790, -0.510], [1.051, -0.691, -0.287], [0.164, -3.769, 0.112], [0.390, -2.551, 0.823], [-0.446, -2.147, 1.407], [1.711, -1.933, 1.078], [2.587, -2.546, 0.824], [1.640, -1.430, 2.048], [-1.221, -4.392, 0.325], [-1.805, -3.673, 0.947], [-1.660, -4.601, -0.682], [-1.221, -5.351, 0.872], [0.626, -3.789, -1.309], [0.918, -2.720, -1.545], [1.525, -4.400, -1.402], [-0.181, -4.187, -1.937], [-0.861, 2.137, -1.494], [-1.455, 2.135, -0.573], [-0.649, 3.191, -1.732], [-1.495, 1.727, -2.282], [0.438, 0.154, -3.597], [-0.638, -0.043, -3.538], [0.589, 1.007, -4.276], [0.940, -0.711, -4.039], [3.347, -0.692, -2.481], [2.956, -1.069, -3.427], [4.233, -0.080, -2.676], [3.652, -1.539, -1.860], [3.771, 0.769, 0.293], [4.200, -0.236, 0.317], [4.495, 1.453, -0.157], [3.570, 1.092, 1.318], [1.220, 2.605, 0.831], [1.792, 2.316, 1.717], [1.595, 3.580, 0.487], [0.168, 2.730, 1.118], [-3.637, 0.783, -1.987], [-3.166, -0.599, -1.864], [-4.560, 1.352, -2.768], [-3.251, -1.099, -3.193], [-2.779, -1.368, -1.181], [-4.817, 0.666, -4.016], [-4.992, 2.308, -2.515], [-4.069, -0.501, -4.208], [-2.746, -2.034, -3.481], [-5.472, 1.064, -4.799], [-4.105, -0.917, -5.220], [-2.099, 2.196, 4.033], [-1.243, 1.434, 2.638], [0.118, 0.678, 3.535], [-2.082, 0.352, 2.049], [-1.452, 2.934, 4.525], [-2.384, 1.402, 4.733], [-2.981, 2.703, 3.632], [-0.312, -0.131, 4.140], [0.835, 0.281, 2.804], [0.616, 1.421, 4.172]], "mulliken_charge": [0.760, 0.356, 0.690, 0.530, 0.468, 0.311, 0.463, 0.180, 0.346, -1.394, 0.411, 0.564, -1.240, 0.353, 0.335, 0.290, -0.611, -0.152, 0.277, 0.383, -1.517, 0.247, 0.363, 0.457, -1.490, 0.120, 0.329, 0.397, -1.549, 0.374, 0.377, 0.328, -1.397, 0.345, 0.349, 0.374, -1.404, 0.339, 0.314, 0.367, -0.320, 0.004, -0.727, -0.189, 0.485, -0.253, 0.434, -0.562, 0.398, 0.387, 0.348, -1.133, 0.642, -0.578, -0.614, 0.372, 0.359, 0.378, 0.436, -0.403, 0.496], "total_charge": 1, "multiplicity": 6, "homo_lumo_gap_ev": [8.1, 6.0], "s_squared": 8.77, "molar_mass_da": 551.82, "de_lowest_kcal_mol": 0.0}



No. 2
{"formula": "C2H5NO2P", "method": "wB97M-V/def2-TZVPD", "elements": ["C", "C", "N", "O", "O", "P", "H", "H", "H", "H", "H"], "xyz": [[-0.523, -1.380, 0.052], [0.165, 1.561, -0.010], [-1.625, -1.067, -0.411], [1.933, -0.241, 1.254], [1.765, -0.250, -1.318], [1.093, -0.009, -0.004], [-0.295, -2.328, 0.560], [-0.716, 1.547, -0.598], [-0.190, 1.787, 1.138], [0.752, 2.308, -0.348], [-2.359, -1.927, -0.316]], "nbo_charge": [-0.143, -1.008, -0.673, -1.169, -1.171, 2.095, 0.131, 0.235, 0.208, 0.215, 0.279], "total_charge": -1, "multiplicity": 1, "homo_lumo_gap_ev": 8.4, "molar_mass_da": 106.04, "de_lowest_kcal_mol": 18.7, "smiles": "[H]/N=C/[P@@](C)(=O)[O-]"}



No. 3
{"formula": "C6H7N", "method": "wB97M-V/def2-TZVPD", "elements": ["C", "C", "C", "C", "C", "C", "N", "H", "H", "H", "H", "H", "H", "H"], "xyz": [[-0.737, 0.606, 0.999], [0.298, 0.048, -0.842], [0.390, -0.072, 0.515], [-0.861, 0.664, -1.188], [0.075, -0.017, -2.267], [1.197, -0.913, 1.441], [-1.556, 0.948, -0.028], [-0.928, 0.865, 1.964], [0.650, 0.657, -2.908], [-0.200, -0.956, -2.742], [1.511, -1.833, 0.906], [2.045, -0.382, 1.825], [0.425, -1.132, 2.229], [-2.308, 1.518, 0.096]], "nbo_charge": [-0.071, -0.147, -0.082, 0.051, -0.287, -0.623, -0.476, 0.193, 0.203, 0.190, 0.218, 0.213, 0.217, 0.401], "multiplicity": 1, "homo_lumo_gap_ev": 8.6, "molar_mass_da": 93.13, "de_lowest_kcal_mol": 108.1, "smiles": "Cc1c[nH]c2c1C2"}



No. 4
{"formula": "C53H55BrO3P2PtSi2", "method": "wB97M-V/def2-TZVPD", "elements": ["Pt", "C", "C", "C", "C", "C", "C", "C", "C", "P", "C", "C", "C", "C", "C", "C", "C", "C", "C", "C", "C", "C", "C", "O", "C", "C", "C", "C", "C", "C", "P", "C", "C", "C", "C", "C", "C", "C", "C", "C", "C", "C", "C", "H", "H", "H", "H", "H", "H", "H", "H", "H", "H", "H", "H", "H", "H", "H", "H", "H", "H", "H", "H", "H", "H", "H", "H", "H", "H", "H", "H", "H", "H", "H", "H", "Br", "C", "C", "C", "C", "C", "C", "C", "O", "O", "H", "H", "H", "H", "C", "Si", "C", "C", "C", "Si", "C", "C", "C", "H", "H", "H", "H", "H", "H", "H", "H", "H", "H", "H", "H", "H", "H", "H", "H", "H", "H", "H"], "xyz": [[0.326, -0.479, -0.001], [3.238, -5.780, -3.304], [2.465, -4.535, -3.778], [2.364, -4.529, -5.314], [1.065, -4.572, -3.198], [0.180, -5.607, -3.488], [-1.117, -5.610, -3.009], [-1.590, -4.555, -2.246], [-0.726, -3.519, -1.923], [-1.287, -1.954, -1.163], [-1.869, -1.161, -2.689], [-0.963, -0.396, -3.417], [-1.367, 0.213, -4.592], [-2.666, 0.045, -5.047], [-3.555, -0.745, -4.338], [-3.164, -1.355, -3.160], [-2.711, -2.401, -0.145], [-3.777, -1.512, -0.008], [-4.858, -1.846, 0.786], [-4.879, -3.058, 1.458], [-3.805, -3.932, 1.350], [-2.714, -3.604, 0.566], [0.592, -3.547, -2.385], [1.356, -2.492, -1.979], [2.643, -2.397, -2.418], [3.371, -1.321, -1.900], [4.679, -1.111, -2.314], [5.238, -1.960, -3.251], [4.518, -3.046, -3.726], [3.214, -3.299, -3.313], [2.651, -0.279, -0.586], [3.647, -0.839, 0.834], [3.746, -2.222, 1.007], [4.468, -2.751, 2.058], [5.081, -1.906, 2.970], [4.995, -0.531, 2.804], [4.283, 0.003, 1.742], [3.045, 1.425, -1.051], [3.308, 1.760, -2.380], [3.474, 3.086, -2.737], [3.379, 4.085, -1.781], [3.097, 3.757, -0.464], [2.904, 2.438, -0.102], [2.726, -6.688, -3.611], [3.323, -5.786, -2.219], [4.237, -5.793, -3.730], [1.878, -5.433, -5.668], [3.351, -4.478, -5.765], [1.786, -3.673, -5.655], [0.502, -6.429, -4.108], [-1.778, -6.429, -3.249], [-2.618, -4.533, -1.918], [0.048, -0.252, -3.050], [-0.672, 0.825, -5.145], [-2.981, 0.530, -5.957], [-4.563, -0.885, -4.696], [-3.859, -1.970, -2.609], [-3.746, -0.567, -0.529], [-5.679, -1.150, 0.881], [-5.730, -3.322, 2.067], [-3.822, -4.873, 1.877], [-1.881, -4.288, 0.479], [5.248, -0.291, -1.898], [6.246, -1.786, -3.595], [4.993, -3.710, -4.429], [3.284, -2.882, 0.286], [4.556, -3.823, 2.173], [5.637, -2.316, 3.798], [5.487, 0.124, 3.506], [4.259, 1.072, 1.606], [3.385, 0.993, -3.138], [3.666, 3.338, -3.768], [3.512, 5.116, -2.068], [3.010, 4.538, 0.276], [2.628, 2.192, 0.913], [-3.961, 2.266, -0.077], [-2.876, 3.392, -1.142], [-3.367, 4.643, -1.471], [-2.582, 5.505, -2.216], [-1.319, 5.119, -2.642], [-0.842, 3.862, -2.324], [-1.613, 2.987, -1.564], [-1.044, 1.679, -1.141], [-1.771, 0.835, -0.581], [0.187, 1.497, -1.307], [-4.348, 4.938, -1.131], [-2.951, 6.491, -2.441], [-0.705, 5.802, -3.205], [0.136, 3.541, -2.646], [0.533, -3.044, 1.896], [-0.077, -1.657, 3.082], [1.220, -1.595, 4.466], [-1.779, -2.117, 3.826], [-0.424, -0.080, 2.041], [-0.209, 1.618, 2.938], [1.289, 1.711, 4.106], [-0.045, 3.046, 1.662], [-1.876, 1.858, 3.844], [-0.124, -3.904, 1.975], [1.533, -3.360, 2.166], [0.566, -2.731, 0.849], [1.349, -2.597, 4.867], [0.916, -0.964, 5.292], [2.194, -1.259, 4.125], [-1.735, -3.133, 4.201], [-2.583, -2.064, 3.100], [-2.038, -1.474, 4.660], [-1.467, -0.081, 1.708], [2.180, 1.236, 3.710], [1.077, 1.259, 5.068], [1.534, 2.750, 4.307], [0.672, 3.775, 2.017], [-1.001, 3.549, 1.554], [0.277, 2.719, 0.684], [-2.075, 1.096, 4.590], [-2.707, 1.866, 3.141], [-1.867, 2.818, 4.353]], "mulliken_charge": [4.055, -1.755, 1.422, -1.781, 1.138, -0.166, -1.689, -0.303, 0.912, 0.380, 1.334, -0.293, -0.821, -0.834, -0.913, -0.590, 0.946, -0.807, -0.928, -0.790, -1.186, -0.714, -1.673, 0.018, -1.287, 0.249, -0.132, -1.580, -0.416, 0.824, 1.404, 0.541, -0.831, -0.564, -0.766, -0.724, -0.572, 1.392, -1.172, -0.999, -0.715, -1.062, -0.472, 0.410, 0.344, 0.437, 0.426, 0.405, 0.373, 0.488, 0.467, 0.608, 0.121, 0.541, 0.458, 0.512, 0.527, 0.470, 0.503, 0.462, 0.475, 0.690, 0.681, 0.471, 0.498, 0.573, 0.502, 0.437, 0.471, 0.547, 0.423, 0.475, 0.456, 0.447, 0.289, -0.064, 0.420, -0.767, -0.656, -0.969, -0.429, -0.077, 0.604, -0.605, -0.439, 0.494, 0.425, 0.463, 0.461, -0.286, 0.393, -1.178, -1.152, -0.189, 0.292, -1.316, -0.126, -1.230, 0.614, 0.500, -0.817, 0.445, 0.373, 0.249, 0.409, 0.182, 0.426, -0.255, 0.265, 0.482, 0.513, 0.558, 0.570, -0.703, 0.336, 0.288, 0.429], "total_charge": 2, "multiplicity": 1, "homo_lumo_gap_ev": [5.0, 5.0], "molar_mass_da": 1133.12}



No. 5
{"formula": "C10H13N2OS2", "method": "wB97M-V/def2-TZVPD", "elements": ["C", "C", "C", "C", "C", "C", "C", "C", "C", "C", "N", "N", "O", "S", "S", "H", "H", "H", "H", "H", "H", "H", "H", "H", "H", "H", "H", "H"], "xyz": [[3.471, 1.456, 0.114], [2.553, 1.625, -0.866], [3.300, 0.433, 1.097], [1.418, 0.848, -0.914], [2.122, -0.366, 1.023], [0.051, -0.973, -0.062], [-1.119, -0.262, -0.068], [0.345, -2.441, -0.132], [-1.467, 2.030, 1.441], [-3.841, -0.324, -1.111], [1.228, -0.155, 0.056], [-0.585, -3.293, -0.537], [1.499, -2.761, 0.132], [-1.126, 1.485, -0.219], [-2.716, -1.077, 0.127], [4.296, 2.154, 0.280], [2.594, 2.410, -1.586], [3.970, 0.415, 1.970], [0.872, 0.972, -1.801], [1.842, -1.069, 1.711], [-0.400, 2.124, 1.773], [-2.300, 1.452, 1.900], [-1.929, 3.003, 1.330], [-3.164, 0.101, -1.943], [-4.390, 0.553, -0.678], [-4.574, -1.057, -1.548], [-1.493, -2.987, -0.717], [-0.457, -4.296, -0.773]], "nbo_charge": [-0.089, -0.252, -0.233, 0.110, 0.152, -0.005, -0.272, 0.622, -0.763, -0.754, -0.295, -0.778, -0.599, 0.285, 0.272, 0.249, 0.249, 0.262, 0.246, 0.245, 0.243, 0.265, 0.254, 0.243, 0.240, 0.263, 0.403, 0.435], "total_charge": 1, "multiplicity": 1, "homo_lumo_gap_ev": 8.2, "molar_mass_da": 241.36, "de_lowest_kcal_mol": 0.0, "smiles": "CSC(SC)=C(C(N)=O)[n+]1ccccc1"}



No. 6
{"formula": "C4H6N4", "method": "wB97M-V/def2-TZVPD", "elements": ["C", "C", "C", "C", "H", "H", "H", "H", "H", "H", "N", "N", "N", "N"], "xyz": [[0.146, 1.132, -2.020], [-0.020, -0.854, -0.732], [-0.467, 0.908, 1.555], [0.177, -0.349, 2.034], [1.194, 1.238, -2.206], [-0.324, 0.798, -3.005], [-0.155, 2.151, -1.890], [0.005, -1.244, 0.261], [0.712, -0.978, -2.382], [-0.746, 1.668, 2.348], [-0.251, 0.489, -0.734], [0.405, -1.545, -1.684], [-0.733, 1.201, 0.338], [0.622, -1.380, 2.346]], "nbo_charge": [-0.452, 0.254, -0.064, 0.192, 0.211, 0.221, 0.231, 0.187, 0.322, 0.240, -0.270, -0.652, -0.153, -0.266], "multiplicity": 1, "homo_lumo_gap_ev": 9.0, "molar_mass_da": 110.12, "de_lowest_kcal_mol": 86.8, "smiles": "[H]/N=C\\N(C)/N=C\\C#N"}



Please write out number 5 again, unchanged.
{"formula": "C10H13N2OS2", "method": "wB97M-V/def2-TZVPD", "elements": ["C", "C", "C", "C", "C", "C", "C", "C", "C", "C", "N", "N", "O", "S", "S", "H", "H", "H", "H", "H", "H", "H", "H", "H", "H", "H", "H", "H"], "xyz": [[3.471, 1.456, 0.114], [2.553, 1.625, -0.866], [3.300, 0.433, 1.097], [1.418, 0.848, -0.914], [2.122, -0.366, 1.023], [0.051, -0.973, -0.062], [-1.119, -0.262, -0.068], [0.345, -2.441, -0.132], [-1.467, 2.030, 1.441], [-3.841, -0.324, -1.111], [1.228, -0.155, 0.056], [-0.585, -3.293, -0.537], [1.499, -2.761, 0.132], [-1.126, 1.485, -0.219], [-2.716, -1.077, 0.127], [4.296, 2.154, 0.280], [2.594, 2.410, -1.586], [3.970, 0.415, 1.970], [0.872, 0.972, -1.801], [1.842, -1.069, 1.711], [-0.400, 2.124, 1.773], [-2.300, 1.452, 1.900], [-1.929, 3.003, 1.330], [-3.164, 0.101, -1.943], [-4.390, 0.553, -0.678], [-4.574, -1.057, -1.548], [-1.493, -2.987, -0.717], [-0.457, -4.296, -0.773]], "nbo_charge": [-0.089, -0.252, -0.233, 0.110, 0.152, -0.005, -0.272, 0.622, -0.763, -0.754, -0.295, -0.778, -0.599, 0.285, 0.272, 0.249, 0.249, 0.262, 0.246, 0.245, 0.243, 0.265, 0.254, 0.243, 0.240, 0.263, 0.403, 0.435], "total_charge": 1, "multiplicity": 1, "homo_lumo_gap_ev": 8.2, "molar_mass_da": 241.36, "de_lowest_kcal_mol": 0.0, "smiles": "CSC(SC)=C(C(N)=O)[n+]1ccccc1"}